Entry 1:
Molecular formula: C36H68ClN6O8
Method: DFT, ωB97M-V/def2-TZVPD

XYZ file:
```
119
Properties=species:S:1:pos:R:3:mulliken_charge:R:1
C -2.66861 -1.00513 -4.81457 -1.291
C -1.81889 0.27744 -4.74370 -0.750
C -1.45032 0.62690 -3.28495 0.323
C 0.02921 0.34440 -2.97227 -1.476
C 0.27527 -0.12661 -1.53990 -0.745
C 0.02112 1.02806 -0.54392 0.608
C -0.72074 0.56468 0.69836 0.240
O -0.12632 -0.57035 1.31998 -0.426
C 0.97145 -0.42601 2.24853 1.865
C 2.27494 -0.73066 1.49032 -0.856
C 2.54865 -2.21275 1.21662 -1.294
C 1.65096 -2.92700 0.21530 0.263
C 1.90994 -4.44286 0.29103 -1.642
N 1.05934 -5.01628 1.35933 0.419
C -0.13471 -5.67510 0.79622 -1.275
C 1.75420 -6.01715 2.12050 0.641
C 1.33132 -6.15206 3.55448 -1.219
O 2.59606 -6.70426 1.64257 -0.566
C 0.67397 -1.47355 3.33379 -2.631
C 1.54345 -1.57168 4.62993 0.735
N 1.46088 -2.97470 5.04772 -0.234
N 2.95042 -1.21470 4.53161 -0.654
N 0.91529 -0.78971 5.69536 -0.746
C 0.99825 0.97471 2.88729 -0.278
Cl 1.99382 2.18294 2.08935 -0.102
N -0.43668 1.37944 3.02200 0.054
C -0.76739 2.34614 4.14205 -0.934
N 0.33488 3.19488 4.49894 -0.410
C -1.12315 1.67656 1.70286 -1.382
C -1.00570 3.11335 1.22452 -0.310
C -2.16983 3.48001 0.32748 0.134
C -1.98415 3.90532 -0.98600 -0.444
C -3.08788 4.24465 -1.77055 -0.666
C -4.38830 4.18571 -1.26200 -0.693
C -4.59553 3.78477 0.06160 0.541
C -5.97004 3.70990 0.65683 -1.540
C -3.48316 3.43961 0.83341 -0.364
H -3.35641 -1.01690 -3.97777 0.366
H -2.01864 -1.87389 -4.76144 0.291
H -3.22412 -1.03881 -5.74562 0.356
H -0.90239 0.12420 -5.30491 0.336
H -2.35131 1.09750 -5.21642 0.433
H -1.60607 1.69740 -3.16386 -0.120
H -2.07633 0.09490 -2.57348 0.301
H 0.41874 -0.42668 -3.63584 0.649
H 0.64195 1.22530 -3.15768 0.320
H -0.33444 -0.99425 -1.30710 0.424
H 1.32821 -0.38224 -1.48197 0.127
H -0.57314 1.76694 -1.06735 -0.714
H 0.98146 1.48295 -0.31174 0.320
H -1.66453 0.19578 0.30265 0.704
H 3.12623 -0.37043 2.05980 -0.246
H 2.29313 -0.18942 0.55032 0.656
H 2.56691 -2.80276 2.13228 0.163
H 3.56297 -2.26493 0.82242 0.424
H 1.89344 -2.62553 -0.79865 0.444
H 0.59621 -2.79317 0.42567 -0.005
H 2.95254 -4.66659 0.47734 0.459
H 1.60198 -4.87200 -0.66095 0.541
H 0.17102 -6.43527 0.07620 0.476
H -0.67455 -6.16475 1.60080 0.379
H -0.77850 -4.94847 0.31280 0.268
H 2.20486 -6.04129 4.18423 0.339
H 0.89774 -7.14048 3.67509 0.351
H 0.58163 -5.41102 3.80089 0.276
H -0.35069 -1.27479 3.67032 0.891
H 0.61046 -2.44548 2.86598 -0.017
H 1.11513 -3.02688 5.99234 0.302
H 2.35724 -3.43180 4.96917 0.293
H 3.43530 -1.68035 3.77932 0.237
H 3.13187 -0.22176 4.52048 0.311
H 1.61716 -0.41660 6.32291 0.331
H 0.32861 -0.04717 5.34936 0.010
H 1.37680 0.91329 3.89569 0.770
H -0.88297 0.50601 3.31263 0.646
H -1.61884 2.94087 3.84090 0.566
H -1.10380 1.75542 4.99163 0.422
H 0.75732 2.87961 5.36226 0.214
H 0.03324 4.14459 4.66643 0.275
H -2.17045 1.52068 1.94447 0.494
H -1.05115 3.81544 2.05549 0.733
H -0.06506 3.32379 0.73423 0.469
H -0.98701 3.97162 -1.39667 0.524
H -2.91813 4.56200 -2.78834 0.455
H -5.23405 4.44016 -1.87987 0.463
H -5.94019 3.23377 1.63043 0.350
H -6.62054 3.09761 0.03799 0.363
H -6.42115 4.69221 0.74980 0.345
H -3.64122 3.14646 1.86484 0.199
C 8.95233 -0.69470 4.86577 -1.114
C 7.60482 -0.36138 5.46641 -0.125
O 7.06125 0.85052 4.90919 -0.390
C 6.49177 0.72820 3.71925 0.823
O 6.34253 -0.29116 3.09334 -0.582
O 6.05048 1.93286 3.34034 -0.364
C 5.47062 1.94646 2.03740 -0.001
H 9.63266 0.15147 4.96469 0.298
H 9.38685 -1.55576 5.37208 0.380
H 8.86160 -0.92876 3.80571 0.300
H 7.70037 -0.16521 6.53211 0.337
H 6.89409 -1.17703 5.33793 0.231
H 4.71890 1.16631 1.94447 -0.229
H 6.23625 1.81551 1.27450 0.365
H 5.00029 2.91820 1.91267 0.208
C -7.61571 1.74748 -9.65147 -1.080
C -6.92540 0.41749 -9.86205 -0.178
O -5.58467 0.58814 -10.34846 -0.368
C -4.67735 0.90233 -9.43073 0.799
O -4.86834 1.02002 -8.24647 -0.569
O -3.50009 1.04155 -10.04229 -0.342
C -2.43377 1.42167 -9.17426 -0.485
H -7.57508 2.34523 -10.56250 0.295
H -8.65940 1.59158 -9.37982 0.351
H -7.13385 2.31597 -8.85677 0.304
H -7.43583 -0.15808 -10.63134 0.296
H -6.91460 -0.17803 -8.94993 0.307
H -2.36887 0.74977 -8.32076 0.145
H -2.57303 2.44666 -8.83305 0.285
H -1.51733 1.35906 -9.75359 0.244
```

Output
- Net charge: +1

Entry 2:
Molecular formula: C18H12N5O11SW
Method: DFT, ωB97M-V/def2-TZVPD

XYZ file:
```
48
Properties=species:S:1:pos:R:3:nbo_charge:R:1
W 0.00363 1.20903 -0.46455 2.071
C 1.05911 1.59305 3.29235 -0.675
C 0.19883 0.50125 2.77731 0.484
N -0.14021 0.28749 1.51026 -0.539
C -0.95546 -0.82793 1.48613 -0.007
C -1.12161 -1.29153 2.74908 0.072
N -0.38176 -0.44345 3.53287 -0.455
C -1.93396 -2.36913 3.39044 0.766
O -2.62612 -3.15852 2.59038 -0.633
O -1.93386 -2.44928 4.58585 -0.537
C -1.52077 -1.20341 0.18995 0.803
O -2.17958 -2.16610 -0.05637 -0.504
O -1.20230 -0.23808 -0.71800 -0.639
H 2.02472 1.58067 2.79009 0.268
H 1.21387 1.48595 4.36340 0.253
H 0.59369 2.56056 3.09826 0.261
H -0.32838 -0.54562 4.53951 0.469
H -2.49832 -2.96759 1.63861 0.516
S -1.74501 2.62942 0.07189 0.122
C -2.90497 1.67157 1.03996 -0.174
C -3.81252 0.82709 0.41521 -0.235
C -4.66968 0.06447 1.19787 -0.205
C -4.62193 0.15447 2.58213 -0.140
C -3.73617 1.03372 3.19282 -0.217
C -2.87573 1.80386 2.42339 -0.245
H -3.84797 0.75759 -0.66421 0.243
H -5.37525 -0.60130 0.71932 0.241
H -5.28860 -0.44600 3.18630 0.231
H -3.72436 1.12969 4.27073 0.235
H -2.20003 2.50970 2.89112 0.227
O 6.58544 2.51591 -2.77052 -0.348
N 6.39162 1.32726 -2.64738 0.532
O 7.17646 0.44206 -2.89505 -0.337
C 5.06244 0.92094 -2.14381 0.015
C 4.79202 -0.42716 -1.98568 -0.118
C 3.56005 -0.81013 -1.50025 -0.019
C 2.57493 0.13487 -1.20805 0.398
O 1.33784 -0.18654 -0.84950 -0.671
C 2.91060 1.48751 -1.37214 -0.046
C 4.14073 1.90195 -1.84154 -0.117
N 1.95345 2.49540 -0.99875 0.190
O 1.46880 2.18705 0.30092 -0.501
O 0.68792 2.20107 -1.85055 -0.468
N 3.30337 -2.24507 -1.28927 0.531
O 2.56443 -2.53859 -0.37272 -0.356
O 3.86935 -3.01419 -2.02842 -0.327
H 5.53569 -1.17078 -2.23733 0.297
H 4.37824 2.94932 -1.96520 0.286
```

Output
- Net charge: +1
- Energy above the lowest of the compared OMol25 structures with the same formula, charge and spin: 7.51 kcal per mole

Entry 3:
Molecular formula: C15H54N12O12
Method: DFT, ωB97M-V/def2-TZVPD

XYZ file:
```
93
Properties=species:S:1:pos:R:3:mulliken_charge:R:1
C -31.05500 1.23000 -8.25300 -1.524
C -30.41500 0.57100 -9.45000 0.777
O -29.14300 0.14500 -9.05400 -0.663
H -31.91900 1.76700 -8.49000 0.358
H -30.37500 1.87300 -7.68000 0.247
H -31.41200 0.48000 -7.55100 0.427
H -30.17200 1.37000 -10.20400 -0.307
H -30.99400 -0.23100 -9.83100 0.295
H -28.78000 -0.11600 -9.88500 0.376
C -29.84700 8.54900 -12.73600 -1.502
C -29.99200 7.10800 -12.33900 0.596
O -29.60400 7.06500 -10.98700 -0.623
H -28.73900 8.77600 -12.70200 0.280
H -30.37400 9.17000 -12.05600 0.402
H -30.22800 8.73100 -13.75800 0.356
H -29.26400 6.49500 -12.88800 -0.104
H -31.04800 6.82600 -12.45400 0.223
H -29.17100 6.21800 -10.85700 0.474
C -29.96300 2.94500 -13.83400 -0.412
C -28.94700 2.59700 -14.96800 -0.507
O -27.70000 2.74100 -14.38400 0.536
H -29.62900 2.54100 -12.84400 -0.160
H -30.98900 2.62100 -13.98600 0.515
H -29.98100 4.00600 -13.60900 0.039
H -29.15100 3.23400 -15.82300 0.625
H -29.14300 1.64100 -15.36900 -0.140
H -27.11500 2.33400 -14.99600 -0.029
C -22.76900 1.52900 -16.62900 0.429
O -21.49900 1.11100 -16.94000 -0.743
N -23.53800 2.15600 -17.41600 -0.311
N -23.38500 1.24200 -15.51800 -0.326
H -23.08300 2.57600 -18.25800 0.234
H -24.25900 2.88500 -17.20800 0.089
H -22.89100 0.48500 -14.99700 0.244
H -24.40400 1.24900 -15.45600 0.057
C -27.14000 3.95800 -11.44100 0.486
O -27.67100 5.23800 -11.43600 -0.802
N -27.83600 2.92500 -11.01700 -0.011
N -25.94000 3.70400 -11.86400 -0.221
H -28.80600 3.13700 -10.77700 -0.032
H -27.66600 1.91900 -11.37700 0.396
H -25.49000 4.46900 -12.45400 0.089
H -25.50800 2.79000 -12.07400 0.206
C -24.45400 4.14700 -14.43700 0.030
O -25.28900 3.87500 -15.51000 0.149
N -24.51000 5.11600 -13.59200 -0.486
N -23.34500 3.47700 -14.20800 -0.405
H -25.31600 5.77100 -13.72900 0.382
H -23.70000 5.40500 -13.06700 0.165
H -23.25700 2.60200 -14.82200 0.159
H -22.60000 3.81400 -13.62000 0.173
C -28.25700 -0.21600 -12.09400 0.554
O -29.58500 -0.09300 -12.56400 -0.753
N -27.31200 0.65800 -12.33800 -0.122
N -27.87900 -1.12900 -11.29100 -0.434
H -27.57400 1.38800 -13.02100 -0.239
H -26.31400 0.56000 -12.12600 0.284
H -28.65300 -1.72700 -10.91500 0.408
H -27.04700 -1.19900 -10.72500 0.192
C -26.46300 0.29000 -17.16100 0.029
O -26.52300 1.16700 -16.12700 -0.376
N -27.44200 -0.57800 -17.37100 -0.323
N -25.48700 0.10000 -17.97100 -0.264
H -28.26700 -0.51300 -16.73700 0.311
H -27.32300 -1.47200 -17.81300 0.210
H -24.67500 0.76300 -17.94800 0.280
H -25.72200 -0.28900 -18.92400 0.257
C -27.25800 6.46800 -16.82800 0.395
O -28.26300 7.14600 -17.50700 -0.770
N -25.97000 6.72500 -16.91100 -0.395
N -27.46500 5.48000 -16.02900 0.428
H -25.69200 7.60300 -17.48500 0.227
H -25.15400 6.29600 -16.40900 0.210
H -28.38900 5.16000 -15.99200 0.135
H -26.78000 4.73100 -15.81400 -0.369
C -29.17500 -2.08000 -15.22600 -0.865
O -29.28600 -0.66000 -15.30600 -0.667
H -28.41700 -2.40700 -14.52700 0.294
H -28.75100 -2.61800 -16.07600 0.342
H -30.10700 -2.55000 -14.88500 0.336
H -29.28300 -0.40800 -14.36800 0.187
C -26.46500 3.58700 -18.78500 -0.402
O -25.29900 4.38000 -18.59800 -0.644
H -26.23200 2.67100 -19.29300 0.323
H -27.21300 4.15400 -19.28100 0.491
H -26.98100 3.28300 -17.85900 -0.136
H -25.64600 5.11800 -18.17000 0.426
C -31.43800 4.29600 -10.25100 -0.623
O -30.13300 3.88200 -9.85300 -0.434
H -31.50000 3.90800 -11.26300 0.182
H -31.54400 5.36300 -10.38500 0.326
H -32.22100 3.91000 -9.53700 0.260
H -29.98000 4.20700 -8.95200 0.219
```

Output
- Energy above the lowest of the compared OMol25 structures with the same formula, charge and spin: 121.66 kcal per mole
- SMILES: NC(N)=O.NC(N)=O.NC(N)=O.NC(N)=O.NC(N)=O.NC(N)=O.CCO.CCO.CCO.CO.CO.CO

Entry 4:
Molecular formula: C12H15N3
Method: DFT, ωB97M-V/def2-TZVPD

XYZ file:
```
30
Properties=species:S:1:pos:R:3:nbo_charge:R:1
N -17.63228 0.12419 -24.78093 -0.511
C -17.76660 -1.22134 -25.03658 -0.084
C -19.06947 -1.44113 -25.37542 -0.300
C -19.74585 -0.18915 -25.32426 -0.313
C -18.82957 0.75699 -24.96534 -0.075
H -16.77698 0.61027 -24.57663 0.410
H -16.88588 -1.81610 -24.86074 0.215
H -19.48480 -2.40024 -25.63794 0.223
H -20.76784 -0.00915 -25.61189 0.227
H -18.92583 1.80482 -24.73845 0.209
N -23.66740 -1.52037 -28.68495 -0.512
C -23.15434 -2.78780 -28.69426 -0.074
C -21.83779 -2.71039 -28.37527 -0.306
C -21.53377 -1.32408 -28.14145 -0.305
C -22.68670 -0.62186 -28.32015 -0.081
H -24.64920 -1.31713 -28.60564 0.407
H -23.75018 -3.66388 -28.88506 0.209
H -21.08010 -3.47545 -28.38222 0.219
H -20.53688 -1.03004 -27.86134 0.233
H -22.93415 0.40948 -28.13914 0.210
N -14.75621 -3.91301 -21.53257 -0.505
C -14.04152 -2.93950 -20.88565 -0.073
C -14.58380 -1.72502 -21.22162 -0.310
C -15.66198 -1.99077 -22.10221 -0.310
C -15.76158 -3.34652 -22.26862 -0.079
H -14.54076 -4.88442 -21.39554 0.411
H -13.22243 -3.22661 -20.24923 0.208
H -14.26570 -0.79042 -20.79167 0.222
H -16.36194 -1.26601 -22.48649 0.222
H -16.41826 -3.92328 -22.89495 0.215
```

Output
- Energy above the lowest of the compared OMol25 structures with the same formula, charge and spin: 7.99 kcal per mole
- SMILES: c1cc[nH]c1.c1cc[nH]c1.c1cc[nH]c1

no.,HOMO-LUMO gap (eV),LUMO energy (eV)
1,8.48,-2.479
2,6.86,-6.012
3,8.36,-0.461
4,9.23,0.981